Record 1
The following is a quantum chemistry calculation of 3 unconnected molecules or ions with the total composition C4H13N3O in a non-equilibrium geometry, from OMol25.

The calculation puts the energy relative to the best compared isomer or geometry (same formula, charge and spin) at 137.27 kcal per mole. The HOMO-LUMO gap (alpha / beta) comes out at 7.962 / 5.963 eV. As for the spin multiplicity: 1. For the LUMO energy (alpha / beta), the calculation gives -0.25 / -0.63 eV.

Atoms and positions in Å:
C1 1.388 -1.013 1.781
N1 1.985 0.255 -1.354
O1 0.848 -0.421 0.636
H1 2.756 0.119 -2.017
H2 2.253 0.989 -0.704
H3 2.301 -0.481 2.083
H4 1.635 -2.078 1.653
H5 0.684 -0.921 2.623
C2 -1.922 1.471 0.577
C3 -1.207 0.588 -0.396
N2 -0.587 1.113 -1.454
N3 -0.692 -1.689 -1.069
C4 -1.003 -0.780 -0.078
H6 0.559 0.759 -1.596
H7 -0.676 2.116 -1.551
H8 0.055 -1.352 -1.668
H9 -0.462 -2.605 -0.712
H10 -1.586 -1.179 0.746
H11 -2.441 2.289 0.071
H12 -2.672 0.917 1.140
H13 -1.215 1.905 1.289

Per-atom Löwdin charges, elementary charge units: atom 1 (C): -0.213, atom 2 (N): -0.044, atom 3 (O): -0.277, atom 4 (H): -0.032, atom 5 (H): -0.033, atom 6 (H): 0.072, atom 7 (H): 0.065, atom 8 (H): 0.069, atom 9 (C): -0.031, atom 10 (C): -0.361, atom 11 (N): 0.117, atom 12 (N): 0.104, atom 13 (C): -0.163, atom 14 (H): 0.070, atom 15 (H): 0.094, atom 16 (H): 0.078, atom 17 (H): 0.097, atom 18 (H): 0.135, atom 19 (H): 0.082, atom 20 (H): 0.078, atom 21 (H): 0.093

---

Record 2
The following is a quantum chemistry calculation of a molecular structure, C3H5O3P in a non-equilibrium geometry, from OMol25.

The calculation puts the energy relative to the best compared isomer or geometry (same formula, charge and spin) at 83.39 kcal per mole. The HOMO-LUMO gap comes out at 7.954 eV. As for the spin multiplicity: 1. For the LUMO energy, the calculation gives -2.22 eV.

Atoms and positions in Å:
C1 0.618 2.128 0.405
C2 -0.591 1.717 0.144
C3 -0.225 -2.106 -0.187
O1 0.868 0.097 -1.503
O2 1.340 -0.131 1.004
O3 -0.984 0.457 0.268
P1 0.517 -0.456 -0.190
H1 1.193 2.850 0.894
H2 -1.278 2.434 -0.171
H3 -1.247 -1.773 -0.574
H4 0.359 -2.712 -0.861
H5 -0.570 -2.504 0.770

Per-atom Löwdin charges, elementary charge units: atom 1 (C): 0.328, atom 2 (C): -0.272, atom 3 (C): -0.130, atom 4 (O): -0.292, atom 5 (O): -0.233, atom 6 (O): -0.138, atom 7 (P): 0.348, atom 8 (H): 0.079, atom 9 (H): 0.132, atom 10 (H): 0.073, atom 11 (H): 0.047, atom 12 (H): 0.057

---

Record 3
The following is a quantum chemistry calculation of a molecular structure, C24H18BrIrN5O2S3 in a non-equilibrium geometry, from OMol25.

The net charge is +1. The calculation puts the energy relative to the best compared isomer or geometry (same formula, charge and spin) at 8.08 kcal per mole. The HOMO-LUMO gap (alpha / beta) comes out at 5.277 / 4.697 eV. As for the spin multiplicity: 5. For the LUMO energy (alpha / beta), the calculation gives -3.91 / -6.36 eV. As for the expectation value of S²: 6.0662.

Atoms and positions in Å:
Ir1 0.434 -1.344 -0.236
Br1 -4.888 -4.968 3.793
C1 -3.315 -4.390 2.906
C2 -2.687 -5.231 1.993
C3 -1.545 -4.801 1.353
C4 -0.995 -3.539 1.631
C5 -1.664 -2.697 2.532
C6 -2.805 -3.123 3.174
N1 0.185 -3.113 1.054
C7 1.187 -3.953 0.853
C8 2.295 -3.538 0.089
C9 3.552 -4.176 0.110
C10 4.556 -3.733 -0.710
C11 4.319 -2.632 -1.546
C12 3.093 -2.014 -1.486
N2 2.095 -2.434 -0.703
H1 -3.085 -6.215 1.801
H2 -1.067 -5.444 0.631
H3 -1.252 -1.720 2.738
H4 -3.288 -2.498 3.908
H5 1.179 -4.931 1.319
H6 3.707 -5.000 0.787
H7 5.519 -4.217 -0.711
H8 5.075 -2.281 -2.229
H9 2.883 -1.158 -2.113
S1 -0.762 4.065 -3.505
C13 0.099 3.306 -2.313
S2 0.109 1.571 -2.089
C14 1.112 1.817 -0.635
N3 1.397 3.061 -0.454
N4 0.854 3.881 -1.335
C15 1.059 5.260 -1.126
C16 1.067 6.185 -2.166
C17 1.293 7.519 -1.882
C18 1.526 7.930 -0.578
C19 1.522 7.003 0.455
C20 1.295 5.669 0.189
S3 1.648 0.612 0.434
H10 0.930 5.872 -3.189
H11 1.307 8.240 -2.685
H12 1.721 8.970 -0.368
H13 1.690 7.322 1.473
H14 1.289 4.931 0.977
O1 -1.612 1.699 0.586
C21 -2.105 0.649 0.248
C22 -3.587 0.297 0.206
C23 -3.655 -1.020 -0.566
C24 -2.211 -1.411 -0.673
O2 -1.701 -2.426 -1.138
N5 -1.400 -0.444 -0.181
H15 -4.162 1.106 -0.240
H16 -3.921 0.188 1.237
H17 -4.072 -0.897 -1.566
H18 -4.216 -1.805 -0.060

Per-atom Löwdin charges, elementary charge units: atom 1 (Ir): 1.262, atom 2 (Br): 0.765, atom 3 (C): -0.677, atom 4 (C): -0.106, atom 5 (C): -0.010, atom 6 (C): -0.303, atom 7 (C): -0.021, atom 8 (C): -0.117, atom 9 (N): -0.054, atom 10 (C): -0.080, atom 11 (C): -0.253, atom 12 (C): 0.003, atom 13 (C): -0.037, atom 14 (C): -0.034, atom 15 (C): -0.149, atom 16 (N): -0.139, atom 17 (H): 0.109, atom 18 (H): 0.120, atom 19 (H): 0.116, atom 20 (H): 0.105, atom 21 (H): 0.141, atom 22 (H): 0.123, atom 23 (H): 0.118, atom 24 (H): 0.114, atom 25 (H): 0.109, atom 26 (S): 0.824, atom 27 (C): -0.999, atom 28 (S): 1.006, atom 29 (C): -1.015, atom 30 (N): 0.041, atom 31 (N): -0.102, atom 32 (C): -0.189, atom 33 (C): -0.043, atom 34 (C): -0.050, atom 35 (C): -0.049, atom 36 (C): -0.049, atom 37 (C): 0.007, atom 38 (S): 0.662, atom 39 (H): 0.060, atom 40 (H): 0.116, atom 41 (H): 0.115, atom 42 (H): 0.115, atom 43 (H): 0.118, atom 44 (O): 0.055, atom 45 (C): -0.510, atom 46 (C): -0.056, atom 47 (C): -0.057, atom 48 (C): -0.537, atom 49 (O): 0.003, atom 50 (N): -0.094, atom 51 (H): 0.128, atom 52 (H): 0.130, atom 53 (H): 0.134, atom 54 (H): 0.131

---

Record 4
The following is a quantum chemistry calculation of a molecular structure, C2H3N4O in a non-equilibrium geometry, from OMol25.

The net charge is +1. The calculation puts the energy relative to the best compared isomer or geometry (same formula, charge and spin) at 96.73 kcal per mole. The HOMO-LUMO gap comes out at 12.416 eV. As for the spin multiplicity: 1. For the LUMO energy, the calculation gives -4.02 eV.

Atoms and positions in Å:
C1 3.281 0.306 1.253
C2 -3.093 1.028 1.264
N1 2.283 0.486 0.748
N2 1.400 0.855 -1.856
N3 0.769 0.663 -0.989
N4 -2.208 0.489 0.809
O1 -1.256 -0.010 0.249
H1 4.188 -0.047 1.590
H2 -4.145 1.322 1.446
H3 -0.462 0.560 -0.425

Per-atom Löwdin charges, elementary charge units: atom 1 (C): 0.017, atom 2 (C): 0.297, atom 3 (N): 0.059, atom 4 (N): 0.231, atom 5 (N): 0.053, atom 6 (N): -0.055, atom 7 (O): 0.065, atom 8 (H): 0.054, atom 9 (H): 0.157, atom 10 (H): 0.122